[1]
ORCA calculation (ωB97M-V/def2-TZVPD) on the molecule C11H8ClN3O3S.

```
27
Properties=species:S:1:pos:R:3:lowdin_charge:R:1
Cl -6.317 1.271 0.069 0.666
S 3.362 1.676 -0.823 1.123
O 6.037 1.816 0.051 0.052
O -0.684 -2.636 -0.301 0.087
O 6.210 -0.149 0.933 0.095
N -0.654 -0.373 0.093 0.137
N 5.598 0.726 0.359 -0.423
N 1.298 -1.597 -0.088 0.133
C -4.330 -0.519 -0.312 -0.093
C -3.009 -0.923 -0.308 -0.003
C -4.663 0.769 0.075 -0.684
C -0.092 -1.598 -0.128 -0.511
C -2.011 -0.036 0.086 -0.219
C 2.206 -0.561 -0.219 -0.337
C 4.256 0.462 0.016 -0.463
C -2.358 1.257 0.472 -0.025
C 3.527 -0.668 0.273 0.003
C -3.678 1.662 0.469 -0.107
C 1.993 0.649 -0.845 -0.349
H -2.746 -1.925 -0.602 0.103
H -3.942 2.663 0.770 0.106
H -5.103 -1.207 -0.615 0.108
H -1.589 1.952 0.779 0.113
H 1.109 0.976 -1.355 0.076
H -0.037 0.362 0.410 0.123
H 3.926 -1.524 0.786 0.131
H 1.690 -2.528 -0.045 0.159
```

- E: -1672.28351 Eh
- Kohn-Sham gap: 7.513 eV
- Total charge: 0
- Lowest unoccupied orbital energy: -0.042 Ha
- HOMO level: -8.6654 eV

[2]
ORCA calculation (ωB97M-V/def2-TZVPD) on a structure of composition C11H8ClNO4Pb.

```
26
Properties=species:S:1:pos:R:3:lowdin_charge:R:1
Pb -0.638 2.179 0.197 1.264
Cl 2.864 -1.194 3.919 0.751
O -0.211 2.996 3.475 0.203
O -4.124 1.168 -0.740 0.150
O -0.395 4.724 -2.374 0.195
O 2.726 1.022 -0.462 0.163
N 0.156 -0.450 1.139 -0.061
C -3.047 1.548 -0.524 -0.039
C -0.436 -1.166 -3.362 -0.089
C 1.710 1.562 -0.557 -0.043
C -0.440 -1.650 0.964 -0.117
C -0.109 -2.780 1.744 -0.005
C 0.923 -2.647 2.698 -0.035
C -0.481 3.955 -1.522 -0.040
C -0.267 3.042 2.320 -0.085
C 1.607 -1.409 2.770 -0.629
C 1.219 -0.305 1.955 -0.193
C -0.418 -0.012 -4.035 -0.096
H -1.201 -1.707 0.175 0.113
H -0.640 -3.734 1.665 0.129
H -1.407 -1.665 -3.211 0.059
H -1.381 0.408 -4.372 0.057
H 0.557 0.468 -4.232 0.056
H 1.199 -3.465 3.401 0.141
H 0.524 -1.573 -2.997 0.059
H 1.707 0.686 1.966 0.089
```

- E: -1431.95293 Eh
- Kohn-Sham gap: 6.304 eV
- Total charge: +2
- Lowest unoccupied orbital energy: -0.337 Ha
- HOMO level: -15.4863 eV

[3]
ORCA calculation (ωB97M-V/def2-TZVPD) on the molecule C11H8FNO2.

```
23
Properties=species:S:1:pos:R:3:lowdin_charge:R:1
F 1.404 1.845 -1.414 0.103
O 1.969 -1.160 -0.856 0.024
O 1.015 3.133 0.825 0.163
N 3.142 -1.825 -0.807 0.056
C 4.041 -1.063 -0.334 -0.099
C -1.197 0.743 -1.542 0.015
C -2.986 -0.397 -0.407 -0.123
C -0.798 -0.414 0.558 -0.008
C 1.004 1.947 0.947 -0.240
C -0.388 0.514 -0.421 -0.162
C 1.002 1.063 -0.398 -0.338
C -2.577 0.366 -1.482 -0.049
C -2.147 -0.851 0.589 -0.057
C 3.439 0.196 0.141 0.057
C 2.151 0.053 -0.281 -0.191
H -4.018 -0.627 -0.333 0.091
H 4.995 -1.398 -0.246 0.083
H -3.312 0.502 -2.337 0.127
H 1.155 1.269 1.842 0.164
H -0.676 1.104 -2.347 0.085
H 3.955 1.002 0.464 0.079
H -2.606 -1.439 1.380 0.108
H -0.205 -0.672 1.421 0.113
```

- E: -728.82270 Eh
- Kohn-Sham gap (alpha / beta): 7.095 / 6.743 eV
- Total charge: 0
- Lowest unoccupied orbital energy (alpha / beta): 0.029 / -0.105 Ha
- HOMO level (alpha / beta): -6.3052 / -9.5963 eV
- Multiplicity: 3

[4]
ORCA calculation (ωB97M-V/def2-TZVPD) on a structure of composition C11H8KO2.

```
22
Properties=species:S:1:pos:R:3:lowdin_charge:R:1
K 3.132 5.236 -1.550 1.021
O 3.523 0.815 0.163 -0.042
O -1.761 2.671 1.134 -0.015
C 1.412 -1.593 -0.307 0.023
C 1.914 2.787 -0.349 -0.040
C -1.347 -2.104 0.132 -0.144
C -0.682 2.215 0.493 -0.200
C -0.468 0.580 0.255 -0.021
C -1.701 -0.516 0.344 0.048
C 0.168 -2.698 -0.216 0.013
C -2.558 -3.249 0.265 -0.111
C 0.505 3.247 -0.066 0.033
C 1.070 0.000 -0.051 -0.033
C 2.259 1.176 -0.072 -0.211
H -2.726 -3.362 1.441 0.098
H 2.758 3.527 -0.745 -0.045
H -2.797 -0.137 0.556 0.119
H 0.177 4.361 -0.234 0.117
H -2.226 -4.310 -0.110 0.085
H 0.407 -3.835 -0.398 0.105
H 2.524 -1.934 -0.517 0.111
H -3.583 -2.876 -0.169 0.088
```

- E: -1173.69682 Eh
- ΔE to the lowest compared entry with this formula, charge and spin: 1227.6 kJ/mol
- Kohn-Sham gap: 6.652 eV
- Total charge: +1
- Lowest unoccupied orbital energy: -0.171 Ha
- HOMO level: -11.3129 eV

[5]
ORCA calculation (ωB97M-V/def2-TZVPD) on a cluster of 2 separate species, C11H8N5O2S in total.

```
27
Properties=species:S:1:pos:R:3:lowdin_charge:R:1
S 2.347 -0.029 1.295 0.442
O 2.520 -3.534 5.644 0.030
O 3.482 -2.559 3.927 0.058
N 2.448 2.354 4.998 0.096
N 2.728 -2.524 4.928 -0.313
N 1.507 3.015 5.692 -0.076
N 0.560 2.321 6.355 0.053
N 2.055 1.004 5.241 -0.011
C 2.628 -0.096 4.838 0.015
C -2.107 -0.052 1.304 -0.155
C -1.413 1.156 1.308 -0.141
C -0.028 -1.259 1.304 -0.167
C -0.038 1.172 1.310 -0.167
C 0.892 1.026 6.082 -0.258
C 0.332 -0.155 6.499 -0.011
C 0.934 -1.304 6.094 0.010
C 2.075 -1.294 5.280 -0.126
C -1.403 -1.254 1.303 -0.145
C 0.699 -0.040 1.306 -0.886
H -1.946 -2.189 1.293 0.083
H -3.184 -0.056 1.294 0.070
H 0.554 -2.265 6.409 0.121
H -1.963 2.087 1.302 0.084
H -0.534 -0.154 7.147 0.121
H 0.508 2.099 1.307 0.075
H 0.526 -2.182 1.296 0.076
H 3.497 -0.104 4.208 0.118
```

- E: -1246.31947 Eh
- ΔE to the lowest compared entry with this formula, charge and spin: 61.8 kJ/mol
- Kohn-Sham gap: 4.447 eV
- Total charge: -1
- Lowest unoccupied orbital energy: 0.055 Ha
- HOMO level: -2.9510 eV

[6]
ORCA calculation (ωB97M-V/def2-TZVPD) on a structure of composition C11H8NO5Yb.

```
26
Properties=species:S:1:pos:R:3:lowdin_charge:R:1
Yb 0.558 -2.558 1.504 1.160
O 1.826 0.785 2.111 0.158
O 1.169 -2.160 -2.008 0.170
O -0.589 -7.236 1.802 0.079
O 3.808 -3.369 0.411 0.210
O -2.588 -2.148 -0.056 0.194
N -0.094 0.290 -0.073 -0.050
C -1.513 2.188 0.247 0.015
C -0.969 4.412 -0.763 -0.023
C 1.005 -2.664 -0.935 -0.223
C -0.307 -6.132 1.674 0.010
C 2.733 -3.029 0.676 -0.044
C 1.481 -0.290 1.868 -0.024
C -0.706 2.941 -0.615 -0.223
C -1.170 0.852 0.489 -0.161
C 0.403 2.332 -1.219 0.025
C 0.687 0.987 -0.926 -0.115
C -1.514 -2.236 0.350 -0.036
H -1.952 4.617 -1.177 0.098
H 1.565 0.468 -1.336 0.116
H 0.493 -3.664 -0.748 0.105
H -2.407 2.628 0.698 0.136
H -0.938 4.967 0.175 0.101
H -0.258 4.893 -1.425 0.086
H -1.760 0.244 1.198 0.102
H 1.037 2.883 -1.921 0.133
```

- E: -2012.89412 Eh
- ΔE to the lowest compared entry with this formula, charge and spin: 0.0 kJ/mol
- Kohn-Sham gap (alpha / beta): 6.994 / 6.219 eV
- Total charge: +2
- Lowest unoccupied orbital energy (alpha / beta): -0.329 / -0.357 Ha
- HOMO level (alpha / beta): -15.9428 / -15.9430 eV
- Multiplicity: 2

[7]
ORCA calculation (ωB97M-V/def2-TZVPD) on the ion C11H9BF7N2O5 with charge +1.

```
35
Properties=species:S:1:pos:R:3:lowdin_charge:R:1
F 2.652 -2.294 -3.329 0.093
F 2.492 0.714 -2.227 0.107
F 0.766 -2.873 -0.226 0.125
F 1.765 -4.183 -1.778 0.102
F 1.245 -0.342 -3.743 0.083
F -0.033 -2.989 -2.457 0.101
F 3.346 -1.772 -1.249 0.100
O 2.236 -1.019 1.458 0.099
O -4.247 -0.047 1.740 0.058
O -4.484 1.749 0.300 0.104
O -2.179 2.799 4.380 0.125
O -1.964 1.168 3.058 -0.130
N -2.066 2.540 3.231 -0.016
N 0.295 -0.071 -1.526 0.071
C -0.799 0.829 2.298 -0.131
C -0.965 0.521 0.754 0.043
C -2.337 0.534 0.030 0.064
C -3.753 0.801 0.700 -0.353
C -1.005 -0.058 -2.206 0.085
C 2.557 1.553 0.937 -0.016
C -2.347 0.255 -1.497 0.104
C 0.333 0.186 -0.079 0.093
C 2.167 -1.809 -2.063 -0.160
C 1.105 -2.924 -1.588 -0.292
C 1.527 -0.347 -2.328 -0.232
B 1.738 0.144 0.798 -0.402
H -0.070 1.728 2.394 0.145
H 3.690 1.423 0.933 0.095
H -1.124 -0.287 -3.331 0.161
H -3.334 0.270 -2.070 0.144
H 3.229 -1.034 1.453 0.138
H -4.619 0.585 2.409 0.141
H 2.239 2.224 0.067 0.079
H -0.295 -0.062 2.842 0.175
H 2.239 2.090 1.914 0.096
```

- E: -1633.67927 Eh
- Kohn-Sham gap: 7.963 eV
- Total charge: +1
- Lowest unoccupied orbital energy: -0.222 Ha
- HOMO level: -14.0071 eV

[8]
ORCA calculation (ωB97M-V/def2-TZVPD) on a structure of composition C11H9BrF6N2O7RuS2.

```
39
Properties=species:S:1:pos:R:3:lowdin_charge:R:1
Ru 0.122 0.515 0.658 1.645
Br 8.383 1.676 -0.588 1.156
S -0.329 1.155 3.625 0.704
S -0.312 3.493 2.084 0.673
F -2.487 2.566 0.922 0.115
F -1.519 1.590 5.878 0.203
F -2.185 4.709 0.766 0.191
F -1.712 -0.432 5.116 0.187
F -2.850 3.840 2.641 0.184
F -2.865 1.176 4.226 0.173
O 1.668 0.563 -0.725 -0.029
O -0.870 0.418 2.387 -0.466
O 0.190 4.800 2.258 -0.184
O 0.855 0.575 4.145 -0.206
O 2.020 0.552 1.407 -0.072
O 0.298 2.702 0.988 -0.384
O -1.346 0.230 -0.595 -0.156
N -0.327 2.688 3.434 -0.264
N -3.132 -0.249 -1.805 0.262
C 2.493 0.651 0.230 -0.520
C 4.444 0.964 -1.295 0.051
C -2.460 -0.388 -0.691 -0.457
C 3.946 0.886 0.017 -0.036
C -2.986 -1.246 0.406 0.044
C -2.093 3.675 1.575 -0.668
C 5.778 1.199 -1.487 -0.030
C 6.102 1.280 0.979 -0.027
C 4.765 1.044 1.150 0.056
C -1.722 0.852 4.812 -0.690
C 6.621 1.360 -0.347 -0.625
H 3.772 0.841 -2.132 0.145
H -2.772 0.330 -2.551 0.156
H 4.330 0.978 2.138 0.147
H -2.400 -1.113 1.312 0.071
H -4.022 -0.705 -1.934 0.155
H -4.027 -0.995 0.611 0.116
H 6.770 1.408 1.819 0.131
H -2.944 -2.291 0.093 0.119
H 6.208 1.269 -2.476 0.130
```

- E: -5124.55896 Eh
- ΔE to the lowest compared entry with this formula, charge and spin: 0.0 kJ/mol
- Kohn-Sham gap (alpha / beta): 8.971 / 5.557 eV
- Total charge: +2
- Lowest unoccupied orbital energy (alpha / beta): -0.271 / -0.400 Ha
- HOMO level (alpha / beta): -16.3453 / -16.4465 eV
- Multiplicity: 5